[1]
The following is a DFT calculation (ωB97M-V/def2-TZVPD) of 17 unconnected molecules or ions with the total composition C68H187N17O17 in a non-equilibrium geometry.

Computed properties:
calculated total energy: -4912.53191 a.u.
max |F|: 3.17 eV Å⁻¹
energy relative to the best compared isomer or geometry (same formula, charge and spin): 342.7 kJ/mol
Kohn-Sham gap: 8.814 eV
LUMO energy: 0.0119 Ha

```
! wB97M-V def2-TZVPD RIJCOSX def2/J DEFGRID3
* xyz 0 1
C -1.9501 -2.5604 -5.7519
C -2.9011 -1.7617 -4.7973
C -3.1919 -0.4700 -5.5782
O -3.9099 0.4544 -4.7409
C -4.0009 1.6538 -5.4588
N -4.2013 -2.3916 -4.5335
H -1.8709 -3.6132 -5.5682
H -0.9325 -2.2388 -5.6394
H -2.4218 -2.4070 -6.7661
H -2.3228 -1.5257 -3.8741
H -3.7372 -0.8459 -6.4453
H -2.3914 0.1138 -5.9610
H -4.7846 2.2469 -4.9446
H -4.4470 1.4730 -6.4536
H -3.0768 2.2463 -5.5517
H -4.0670 -3.2633 -4.0477
H -4.7642 -1.8985 -3.8729
C 3.0862 -1.3052 -3.3535
C 2.9318 -1.2865 -4.8611
C 2.6564 -2.6456 -5.4601
O 3.7812 -3.5058 -5.2688
C 3.4966 -4.7187 -6.0044
N 1.8649 -0.3574 -5.2812
H 3.3986 -0.3229 -2.9340
H 3.9371 -1.9725 -3.1652
H 2.2118 -1.6913 -2.8639
H 3.8978 -0.9425 -5.3510
H 2.3609 -2.5974 -6.5547
H 1.8864 -3.0724 -4.7953
H 2.5992 -5.0830 -5.6120
H 4.2909 -5.4506 -5.8013
H 3.4196 -4.6178 -7.0361
H 1.6389 -0.4194 -6.2745
H 2.0040 0.6232 -4.9948
C -1.4688 6.6644 -4.3347
C -0.7122 5.4455 -3.9443
C -0.3931 5.4632 -2.4279
O -1.5758 5.5990 -1.6157
C -1.2732 5.8667 -0.2346
N -1.5869 4.3052 -4.3023
H -2.3479 6.7971 -3.7318
H -1.6959 6.7867 -5.4079
H -0.7540 7.4935 -4.2463
H 0.2511 5.3117 -4.4849
H 0.2672 6.3528 -2.2260
H 0.1349 4.5834 -2.2073
H -0.7819 5.0149 0.2965
H -2.1428 6.1198 0.3499
H -0.5606 6.6807 -0.2121
H -1.1873 3.4251 -3.9540
H -2.4625 4.4353 -3.7914
C 5.6053 -3.4594 1.4969
C 4.3426 -2.6131 1.6106
C 3.4737 -3.2601 2.7199
O 2.2785 -2.5391 2.7652
C 1.7920 -2.3059 4.0322
N 4.7267 -1.2355 2.0126
H 6.2525 -3.0890 0.6723
H 5.2740 -4.4405 1.1579
H 6.0936 -3.5915 2.5287
H 3.6979 -2.6113 0.7105
H 3.9720 -3.3614 3.7051
H 3.3214 -4.2484 2.3647
H 2.5451 -1.6922 4.5132
H 1.7731 -3.1966 4.6101
H 0.8020 -1.8614 3.9606
H 3.9420 -0.6808 2.3680
H 5.1627 -0.6994 1.2735
C -4.2406 2.4708 3.0372
C -3.3332 2.1555 1.8148
C -3.4403 3.0126 0.5835
O -4.7274 2.7817 0.0116
C -5.1855 3.8187 -0.8620
N -1.9295 2.0296 2.3261
H -5.1733 2.8278 2.6142
H -3.8358 3.1692 3.7326
H -4.4482 1.5953 3.6482
H -3.6400 1.1373 1.5367
H -2.6091 2.7658 -0.0713
H -3.1906 4.0488 0.8793
H -6.2248 3.5578 -1.1209
H -4.6335 3.8160 -1.8109
H -5.0303 4.7672 -0.3208
H -1.4266 1.6519 1.5255
H -1.5632 2.9554 2.5573
C -0.2106 -6.0500 1.8976
C 0.4215 -6.6735 3.1825
C -0.6026 -6.5144 4.3415
O -0.3202 -7.3140 5.4557
C 0.7319 -6.8817 6.2313
N 0.7456 -8.0575 2.9022
H -1.1075 -6.6500 1.6251
H 0.3704 -5.8996 0.9929
H -0.6387 -5.0573 2.1869
H 1.4013 -6.1882 3.4592
H -1.5855 -6.7350 4.0079
H -0.6445 -5.4524 4.5913
H 0.9735 -7.7083 6.9266
H 0.4986 -5.9336 6.7402
H 1.6548 -6.6813 5.6367
H -0.1140 -8.5341 2.6098
H 1.0703 -8.5760 3.6830
C -6.7166 -2.6011 -0.5638
C -6.5431 -1.1437 -0.8928
C -6.5014 -0.3278 0.3505
O -7.9030 -0.2192 0.7708
C -8.0600 0.5598 1.9573
N -5.4927 -0.8446 -1.8166
H -7.0600 -3.1713 -1.4153
H -7.4516 -2.7643 0.2402
H -5.7408 -2.9783 -0.2403
H -7.4246 -0.7233 -1.4236
H -6.0543 0.6413 0.2439
H -5.9784 -0.8313 1.1993
H -9.1131 0.4443 2.2918
H -7.9923 1.6100 1.7225
H -7.2952 0.2749 2.6145
H -5.3984 0.1560 -1.9178
H -4.5974 -1.2191 -1.4566
C 2.3714 3.3338 2.0322
C 1.6612 3.3362 3.3786
C 2.6024 3.0741 4.5720
O 3.1030 1.7747 4.6405
C 4.1869 1.6644 5.5847
N 0.9945 4.7193 3.4647
H 3.3609 2.9368 2.1085
H 2.4237 4.3804 1.6721
H 1.8788 2.7484 1.2540
H 0.8464 2.5733 3.3817
H 2.1426 3.3118 5.5279
H 3.4357 3.7722 4.3862
H 4.8336 0.8623 5.3218
H 3.8688 1.4894 6.6051
H 4.7668 2.5880 5.5614
H 0.4375 4.8328 4.3184
H 1.7337 5.4195 3.3782
C 0.0729 2.2243 -6.5370
C 0.3754 2.0275 -8.0414
C 0.8094 3.3580 -8.6256
O 1.1457 3.3513 -10.0158
C 1.4767 4.6205 -10.4648
N 1.4577 0.9936 -8.0999
H -0.9409 2.5913 -6.4672
H 0.8140 2.8685 -6.0682
H 0.1531 1.2139 -6.0674
H -0.5414 1.6784 -8.5360
H 1.7519 3.6158 -8.1153
H 0.0742 4.1447 -8.4817
H 2.2505 5.0959 -9.8737
H 0.5987 5.2936 -10.4095
H 1.8487 4.6049 -11.4884
H 2.3213 1.2959 -7.6468
H 1.6974 0.8030 -9.0327
C 1.2361 -7.6160 -3.9509
C 1.6632 -7.2263 -2.5497
C 2.4412 -5.9262 -2.5264
O 3.7267 -6.2868 -3.0280
C 4.5564 -5.2380 -2.7686
N 0.5058 -7.0407 -1.6693
H 0.6934 -8.5722 -3.9514
H 2.1032 -7.8151 -4.5688
H 0.7201 -6.8427 -4.4981
H 2.3911 -7.9606 -2.2500
H 2.5173 -5.4855 -1.4803
H 2.0261 -5.1200 -3.1406
H 5.5476 -5.5326 -3.1113
H 4.7259 -5.1148 -1.7002
H 4.0610 -4.3282 -3.1373
H 0.7780 -7.1968 -0.6916
H -0.1645 -7.7733 -1.8438
C -2.0230 0.6004 -1.9029
C -0.5969 1.1299 -1.8946
C 0.3206 0.2741 -0.9992
O -0.0020 0.5049 0.3861
C 0.8963 -0.1326 1.2526
N -0.0418 1.2812 -3.2418
H -2.1985 -0.4736 -1.8741
H -2.4439 1.0227 -2.8031
H -2.5824 1.0468 -1.1121
H -0.6173 2.1449 -1.5595
H 1.3724 0.4946 -1.1362
H 0.1930 -0.7835 -1.1929
H 1.0542 -1.1646 0.9727
H 0.3892 -0.2785 2.2108
H 1.8150 0.4479 1.3789
H 0.0217 0.4082 -3.7563
H 0.9742 1.4584 -3.2239
C -2.3989 -1.5029 2.1565
C -2.6550 -1.1712 3.6337
C -3.1213 -2.4666 4.3903
O -3.5181 -2.1466 5.7232
C -4.9088 -1.8121 5.8112
N -1.4426 -0.7605 4.2607
H -1.7981 -0.8031 1.5736
H -3.2795 -1.7008 1.5722
H -1.8467 -2.4738 2.0716
H -3.4558 -0.4378 3.7867
H -2.3938 -3.2259 4.3938
H -3.9719 -2.9515 3.8773
H -5.1688 -0.7628 5.4810
H -5.3193 -1.8985 6.8236
H -5.4525 -2.4944 5.1463
H -1.6901 -0.7400 5.2699
H -1.2209 0.1990 3.9279
C -1.7169 -2.7681 8.8885
C -1.1572 -1.4130 8.7745
C 0.0599 -1.3607 7.8924
O 0.5524 -0.0767 7.9557
C 1.6786 0.1004 7.0934
N -2.1945 -0.3938 8.3540
H -2.5477 -2.8473 9.6045
H -0.9033 -3.4973 9.1160
H -2.1864 -3.1377 7.9497
H -0.8750 -1.0765 9.8155
H -0.2507 -1.5147 6.8679
H 0.8351 -2.0887 8.2787
H 1.8412 1.1376 7.0290
H 1.4940 -0.2487 6.0655
H 2.5586 -0.4468 7.4024
H -2.7687 -0.7389 7.5917
H -1.7568 0.4534 8.0195
C 4.2753 2.8884 -2.1968
C 3.4621 3.4174 -3.3596
C 3.7260 4.8283 -3.6749
O 2.7913 5.3175 -4.6074
C 3.0655 6.5702 -5.2027
N 3.3284 2.4930 -4.5227
H 4.3289 3.7127 -1.4430
H 5.3585 2.6953 -2.3750
H 3.8984 1.9542 -1.8165
H 2.4581 3.5278 -2.9206
H 4.6559 4.9367 -4.1392
H 3.8264 5.2673 -2.6872
H 2.4343 6.6550 -6.1024
H 4.1498 6.6839 -5.5135
H 2.9363 7.3784 -4.4745
H 2.8304 3.0053 -5.2795
H 4.2318 2.2144 -4.8756
C 5.8984 2.1220 2.8984
C 6.3088 2.4616 1.4158
C 7.0745 3.7956 1.5327
O 8.2270 3.6519 2.3788
C 9.0804 4.8105 2.4298
N 6.9495 1.3122 0.8104
H 5.3101 1.2224 2.8773
H 5.3604 2.9151 3.3751
H 6.7919 1.7819 3.3905
H 5.4327 2.7139 0.7252
H 6.3651 4.5438 1.9785
H 7.4758 4.0635 0.6131
H 8.5705 5.6971 2.8734
H 9.5217 5.1007 1.4921
H 9.9153 4.5558 3.0171
H 7.4712 1.6787 0.0293
H 7.6952 1.0361 1.4045
C -0.7937 -3.8523 -1.0920
C -2.0651 -3.8323 -1.8992
C -2.7432 -5.2132 -1.9243
O -4.0608 -5.1098 -2.5316
C -4.5722 -6.3349 -3.0089
N -2.9838 -2.7713 -1.4544
H -0.3442 -2.8469 -1.1889
H -0.0753 -4.5627 -1.4951
H -1.0166 -4.0077 -0.0126
H -1.8383 -3.6050 -2.9072
H -2.8584 -5.5967 -0.8948
H -2.1182 -5.9237 -2.5250
H -5.3064 -6.6585 -2.2545
H -3.7888 -7.0763 -3.0942
H -5.0527 -6.1877 -3.9779
H -3.0956 -2.7270 -0.4335
H -3.8665 -2.9395 -1.9168
C -3.4613 6.6340 5.6415
C -2.1973 5.8811 5.1273
C -2.1235 4.5760 5.8280
O -1.1821 3.7526 5.2360
C -1.0481 2.4842 5.8826
N -2.3179 5.7914 3.6841
H -3.5017 6.9740 6.6532
H -4.3571 6.0944 5.3543
H -3.5695 7.5154 5.0088
H -1.3788 6.5305 5.5061
H -3.1027 4.0335 5.7609
H -1.9608 4.6957 6.9251
H -2.0251 1.9282 5.7833
H -0.7307 2.6341 6.9405
H -0.2272 1.9064 5.3998
H -3.0202 5.0976 3.4550
H -1.4612 5.4491 3.2752
*
```

[2]
The following is a DFT calculation (ωB97M-V/def2-TZVPD) of 9 unconnected molecules or ions with the total composition C68H65NO24P2S2 in a non-equilibrium geometry.

Computed properties:
calculated total energy: -5969.45182 a.u.
max |F|: 2.26 eV Å⁻¹
Kohn-Sham gap: 6.080 eV
LUMO energy: -0.0760 Ha
structure (SMILES): C#CCCC[C@@]1(CCCCn2cccc2)[C@@H](CCCO)OS(=O)(=O)[C@@H](S)[C@@]1(O)PP(=O)(O)O.O=C1C=CC(=O)C=C1.O=C1C=CC(=O)C=C1.O=C1C=CC(=O)C=C1.O=C1C=CC(=O)C=C1.O=C1C=CC(=O)C=C1.O=C1C=CC(=O)C=C1.O=C1C=CC(=O)C=C1.O=C1C=CC(=O)C=C1

```
! wB97M-V def2-TZVPD RIJCOSX def2/J DEFGRID3
* xyz 0 1
C -2.2750 0.8500 6.1241
C -3.0350 1.2643 5.2995
C -3.9272 1.7837 4.2651
C -3.1873 2.9343 3.5073
C -3.3244 2.8547 1.9732
C -2.1412 2.2017 1.1813
C -1.4703 1.1549 2.0796
C -0.4993 0.1231 1.4449
C 0.6843 -0.1894 2.3741
C 1.8962 0.7113 2.1981
N 2.7414 0.2579 1.0978
C 3.6168 1.1071 0.4655
C 4.2599 0.3957 -0.5265
C 3.7478 -0.9162 -0.4644
C 2.8291 -0.9904 0.5469
C -2.7161 1.6216 -0.1264
C -3.2136 0.1892 -0.1460
C -4.2582 -0.2356 0.8870
C -4.8942 -1.5503 0.3722
O -5.2682 -2.4364 1.4086
O -3.8117 2.4321 -0.6487
S -3.2492 3.7701 -1.2865
O -4.2768 4.7611 -1.2568
O -2.7705 3.4617 -2.6005
C -1.8397 4.3814 -0.2734
S -2.2618 6.0125 0.4112
C -1.1914 3.3474 0.7406
O -0.0637 2.8060 0.0246
P -0.5658 4.3484 2.2370
P 1.0472 5.6575 1.5555
O 0.8747 6.9107 2.2904
O 0.9023 5.9137 -0.0034
O 2.5002 5.0170 1.8198
H -1.4208 0.6305 6.7136
H -4.1946 0.9945 3.5703
H -4.7874 2.1909 4.7900
H -3.6984 3.8464 3.8120
H -2.1781 3.0369 3.8811
H -3.5122 3.8643 1.6242
H -4.2516 2.3259 1.7765
H -0.9007 1.6860 2.8368
H -2.1986 0.5796 2.6393
H -1.0590 -0.8102 1.3782
H -0.1908 0.3649 0.4322
H 0.9388 -1.2398 2.2853
H 0.3283 -0.0656 3.3993
H 1.6275 1.7598 2.1047
H 2.4852 0.6295 3.1179
H 3.7022 2.1308 0.7873
H 5.0130 0.7843 -1.1970
H 4.0392 -1.7237 -1.1123
H 2.2452 -1.8188 0.8926
H -1.9342 1.6780 -0.8894
H -3.6860 0.0520 -1.1193
H -2.4048 -0.5328 -0.1245
H -5.0675 0.4895 0.9326
H -3.8517 -0.4661 1.8699
H -4.1889 -2.0129 -0.3243
H -5.7698 -1.2976 -0.2242
H -4.6378 -2.3830 2.1327
H -1.0728 4.6228 -0.9992
H -3.5097 5.7965 0.8460
H 0.7507 2.9684 0.5024
H 0.1146 3.4479 3.1002
H 1.6120 5.4882 -0.5202
H 2.4799 4.4447 2.5952
O -1.6327 -6.8368 -4.4966
C -2.0924 -5.8298 -4.0013
C -2.3625 -4.6217 -4.8223
C -2.8615 -3.5167 -4.2755
C -3.1711 -3.4518 -2.8269
O -3.6337 -2.4399 -2.3328
C -2.9033 -4.6550 -2.0061
C -2.4023 -5.7610 -2.5498
H -2.1318 -4.6916 -5.8781
H -3.0636 -2.6277 -4.8550
H -3.1369 -4.5836 -0.9505
H -2.1971 -6.6512 -1.9653
O 11.3856 3.5111 0.3854
C 10.3274 3.0923 -0.0369
C 9.9001 1.6965 0.2032
C 8.7387 1.2421 -0.2524
C 7.8211 2.1114 -1.0237
O 6.7611 1.6929 -1.4390
C 8.2475 3.5107 -1.2677
C 9.4094 3.9671 -0.8097
H 10.5819 1.0771 0.7725
H 8.4064 0.2263 -0.0831
H 7.5644 4.1270 -1.8355
H 9.7414 4.9847 -0.9743
O 5.3727 8.6687 -4.4076
C 4.8832 7.8223 -3.6955
C 5.4901 7.4738 -2.3840
C 4.9530 6.5411 -1.6027
C 3.7282 5.8149 -2.0076
O 3.2402 4.9639 -1.2854
C 3.1178 6.1597 -3.3120
C 3.6532 7.0913 -4.0960
H 6.3832 8.0201 -2.1081
H 5.3736 6.2716 -0.6423
H 2.2228 5.6144 -3.5846
H 3.2257 7.3604 -5.0532
O 2.1298 -0.9937 -7.2254
C 2.3392 -1.5426 -6.1661
C 3.6399 -1.3959 -5.4653
C 3.8702 -2.0006 -4.3035
C 2.8362 -2.8469 -3.6573
O 3.0452 -3.3943 -2.5966
C 1.5350 -2.9933 -4.3567
C 1.3045 -2.3888 -5.5187
H 4.3795 -0.7739 -5.9529
H 4.8109 -1.9061 -3.7760
H 0.7949 -3.6145 -3.8679
H 0.3631 -2.4813 -6.0455
O -5.5261 -2.7594 4.4438
C -6.7084 -2.6550 4.6938
C -7.1898 -2.4919 6.0878
C -8.4871 -2.3794 6.3577
C -9.5059 -2.4108 5.2762
O -10.6869 -2.3063 5.5253
C -9.0205 -2.5737 3.8830
C -7.7225 -2.6863 3.6114
H -6.4307 -2.4707 6.8596
H -8.8625 -2.2603 7.3661
H -9.7788 -2.5942 3.1108
H -7.3400 -2.8036 2.6044
O -4.5013 -2.6349 -6.7137
C -5.6869 -2.5538 -6.4643
C -6.1788 -2.3963 -5.0713
C -7.4793 -2.3108 -4.8066
C -8.4937 -2.3669 -5.8896
O -9.6775 -2.2874 -5.6474
C -8.0002 -2.5229 -7.2815
C -6.7000 -2.6084 -7.5470
H -5.4282 -2.3529 -4.2920
H -7.8596 -2.1959 -3.7995
H -8.7551 -2.5616 -8.0563
H -6.3190 -2.7217 -8.5540
O 7.6811 2.0574 2.3026
C 8.0299 2.3495 3.4276
C 9.4029 2.8398 3.7124
C 9.7786 3.1562 4.9485
C 8.8425 3.0345 6.0953
O 9.1843 3.3242 7.2199
C 7.4699 2.5441 5.8093
C 7.0944 2.2277 4.5733
H 10.0738 2.9249 2.8664
H 10.7738 3.5149 5.1783
H 6.8037 2.4618 6.6585
H 6.0996 1.8683 4.3417
O -1.3106 -7.3070 -0.2255
C -0.8660 -8.3473 0.2173
C -1.1839 -8.7944 1.5947
C -0.6945 -9.9324 2.0785
C 0.1884 -10.8024 1.2592
O 0.6319 -11.8390 1.6998
C 0.5046 -10.3515 -0.1202
C 0.0147 -9.2132 -0.6032
H -1.8292 -8.1461 2.1736
H -0.9121 -10.2787 3.0807
H 1.1494 -10.9987 -0.7006
H 0.2309 -8.8657 -1.6058
*
```

Going through the records in order, we get E_HOMO values of -8.49; -8.15 eV.